{
  "formula": "C18H22FeN5S2",
  "method": "ωB97M-V with the def2-TZVPD basis set",
  "symbols": ["Fe", "C", "C", "N", "C", "C", "C", "C", "C", "C", "C", "N", "C", "C", "N", "N", "H", "H", "H", "H", "H", "H", "H", "H", "H", "H", "H", "H", "H", "H", "H", "H", "H", "H", "S", "C", "N", "C", "C", "C", "C", "C", "C", "S", "H", "H", "H", "H"],
  "coordinates": [[0.59703, 0.37138, -0.07964], [-0.25985, -0.25117, 2.63747], [-1.31311, 0.65370, 2.04921], [-0.65314, 1.54141, 1.05122], [-1.66181, 2.18943, 0.18262], [-2.05623, 1.18896, -0.86821], [-3.19006, 1.26128, -1.65078], [-3.35565, 0.31985, -2.66061], [-2.38215, -0.64597, -2.87163], [-1.27669, -0.66265, -2.03951], [-0.12202, -1.61018, -2.19405], [0.89431, -1.40413, -1.12040], [0.91773, -2.52253, -0.12959], [-0.03771, -2.17922, 0.99903], [0.46619, -0.88950, 1.51430], [-1.15218, 0.21829, -1.04770], [-0.66829, -0.98469, 3.33294], [0.46923, 0.35365, 3.17986], [-1.81998, 1.24284, 2.81466], [-2.07053, 0.07705, 1.51493], [-0.11025, 2.25366, 1.53588], [-1.22148, 3.07102, -0.28661], [-2.52513, 2.51531, 0.76680], [-3.91872, 2.04309, -1.48595], [-4.23413, 0.34995, -3.29111], [-2.47377, -1.36851, -3.67135], [0.34511, -1.47022, -3.16969], [-0.48308, -2.63978, -2.16269], [1.81024, -1.34424, -1.55610], [1.93290, -2.59619, 0.26484], [0.68074, -3.47275, -0.60618], [-0.04233, -2.95008, 1.77156], [-1.05894, -2.04807, 0.63444], [1.41013, -1.07949, 1.84276], [2.66845, 0.94575, 0.59108], [2.43763, 1.87130, -0.86667], [1.25778, 1.66330, -1.40988], [1.08132, 2.39834, -2.57687], [-0.03138, 2.41521, -3.41625], [0.00452, 3.22480, -4.53516], [1.12302, 4.01105, -4.82912], [2.23343, 3.99942, -4.00715], [2.19852, 3.18455, -2.88179], [3.45087, 2.96663, -1.68303], [-0.90353, 1.80869, -3.20730], [-0.84905, 3.25043, -5.19879], [1.12119, 4.63505, -5.71165], [3.10095, 4.60377, -4.23384]],
  "atomic_forces_ev_per_a": [[-0.7, -0.4, 0.0], [0.1, 0.1, -0.1], [0.0, 0.0, 0.0], [0.3, 0.0, -0.1], [-0.1, -0.1, 0.1], [0.0, 0.1, 0.0], [0.0, 0.0, 0.0], [0.0, 0.0, 0.0], [0.0, 0.0, 0.0], [0.0, 0.0, 0.0], [0.0, 0.0, 0.1], [0.1, 0.1, 0.1], [0.0, 0.1, 0.0], [0.0, 0.0, 0.0], [-0.1, 0.0, -0.1], [0.3, 0.1, 0.0], [-0.1, 0.0, -0.1], [0.0, -0.1, 0.0], [0.0, 0.0, 0.0], [0.0, 0.0, 0.0], [0.0, 0.0, 0.0], [0.0, 0.0, 0.0], [0.0, 0.0, 0.0], [0.0, 0.0, 0.0], [0.0, 0.0, 0.0], [0.0, 0.0, 0.0], [0.0, 0.1, 0.0], [0.0, 0.0, -0.1], [0.0, 0.0, 0.0], [0.0, 0.0, 0.0], [0.0, 0.0, 0.0], [0.0, 0.0, 0.0], [0.0, 0.0, 0.0], [0.0, 0.1, -0.1], [0.2, 0.1, 0.0], [0.0, 0.0, 0.1], [0.1, 0.0, 0.1], [-0.1, 0.1, -0.2], [0.0, 0.0, 0.0], [0.0, 0.0, 0.0], [0.0, 0.0, 0.0], [0.0, 0.0, 0.0], [0.0, 0.0, 0.0], [0.0, 0.0, 0.0], [0.0, 0.0, 0.0], [0.0, 0.0, 0.0], [0.0, 0.0, 0.0], [0.0, 0.0, 0.0]],
  "total_charge": 2,
  "spin_multiplicity": 2,
  "s2": 0.80,
  "e_lumo_ha": [-0.2515, -0.2534]
}



{
  "formula": "C65H51GeOP2PtS2",
  "method": "ωB97M-V with the def2-TZVPD basis set",
  "symbols": ["Pt", "O", "S", "C", "C", "C", "C", "C", "C", "C", "C", "C", "C", "P", "C", "C", "C", "C", "C", "C", "C", "C", "C", "C", "C", "C", "C", "C", "C", "C", "C", "C", "C", "C", "C", "C", "C", "C", "P", "C", "C", "C", "C", "C", "C", "C", "C", "C", "C", "C", "C", "C", "C", "H", "H", "H", "H", "H", "H", "H", "H", "H", "H", "H", "H", "H", "H", "H", "H", "H", "H", "H", "H", "H", "H", "H", "H", "H", "H", "H", "H", "H", "H", "H", "H", "H", "H", "H", "H", "C", "Ge", "C", "C", "C", "C", "C", "C", "C", "C", "C", "C", "C", "C", "C", "C", "C", "C", "H", "H", "H", "H", "H", "H", "H", "H", "H", "H", "H", "H", "H", "H", "H", "S"],
  "coordinates": [[0.24187, 0.08406, -0.21211], [4.13523, -0.05266, 1.81045], [3.23984, 0.27392, 0.66292], [2.87040, -1.37821, -0.03221], [3.50480, -1.81553, -1.17141], [3.58917, -3.17693, -1.53833], [3.07831, -4.10392, -0.68390], [3.09260, -5.61314, -0.72020], [2.31475, -6.04727, 0.55124], [1.90020, -4.75323, 1.20898], [1.17055, -4.50722, 2.33236], [0.87922, -3.16522, 2.65291], [1.31626, -2.08117, 1.91754], [0.59923, -0.40794, 2.25891], [1.65395, 0.16266, 3.65649], [1.48093, 1.45345, 4.15200], [2.16818, 1.88959, 5.27539], [3.04718, 1.03442, 5.92010], [3.24438, -0.24577, 5.42304], [2.55833, -0.67780, 4.29940], [-0.93822, -0.85452, 3.15986], [-1.25779, -0.30489, 4.39855], [-2.41328, -0.69370, 5.06754], [-3.25511, -1.64172, 4.51230], [-2.96035, -2.17100, 3.26210], [-1.82690, -1.76481, 2.58051], [2.18628, -2.31706, 0.80756], [2.38795, -3.66399, 0.46405], [4.31484, 0.85612, -0.64878], [5.63514, 0.53261, -0.45388], [6.64071, 0.84600, -1.38541], [6.27004, 1.49917, -2.52315], [7.08553, 1.93801, -3.71536], [6.07713, 2.67372, -4.63517], [4.74718, 2.53025, -3.93667], [3.49961, 2.93710, -4.28586], [2.44517, 2.72022, -3.37181], [2.57021, 2.08055, -2.15303], [1.09255, 2.07725, -1.01296], [-0.19637, 2.83043, -2.06795], [-0.67356, 2.10648, -3.15847], [-1.62664, 2.65631, -3.99902], [-2.15431, 3.91256, -3.73578], [-1.72918, 4.61298, -2.61996], [-0.74671, 4.08031, -1.79550], [1.55479, 3.46581, 0.07409], [1.26085, 3.35989, 1.42198], [1.49690, 4.42316, 2.28460], [2.03554, 5.60017, 1.79210], [2.35749, 5.70639, 0.44318], [2.11988, 4.64493, -0.41297], [3.87679, 1.58292, -1.79504], [4.91851, 1.86018, -2.70820], [3.99022, -1.09922, -1.81785], [4.10078, -3.45199, -2.45229], [4.11776, -5.98682, -0.70763], [2.62657, -5.99141, -1.63094], [2.94072, -6.63885, 1.22110], [1.44418, -6.65740, 0.30673], [0.77844, -5.30425, 2.95188], [0.23460, -2.98993, 3.50192], [0.78217, 2.12375, 3.67527], [2.01569, 2.89578, 5.64572], [3.57840, 1.36361, 6.80401], [3.94108, -0.91532, 5.91098], [2.74412, -1.66940, 3.91334], [-0.58688, 0.39455, 4.87644], [-2.63800, -0.26536, 6.03622], [-4.14236, -1.96394, 5.04227], [-3.61983, -2.90292, 2.81296], [-1.61088, -2.17889, 1.60172], [5.87986, 0.00274, 0.45939], [7.66646, 0.55632, -1.19465], [7.53528, 1.07727, -4.21272], [7.90284, 2.59380, -3.41283], [6.04851, 2.25662, -5.64218], [6.33601, 3.72937, -4.73358], [3.29755, 3.44462, -5.22108], [1.47897, 3.09824, -3.66237], [-0.28299, 1.11310, -3.35177], [-1.97364, 2.09494, -4.85515], [-2.90169, 4.33572, -4.39445], [-2.15599, 5.58039, -2.38792], [-0.41678, 4.64635, -0.93638], [0.84305, 2.42666, 1.77142], [1.25897, 4.33458, 3.33716], [2.21052, 6.43720, 2.45599], [2.79377, 6.62009, 0.06010], [2.37243, 4.73006, -1.46343], [-2.70163, 1.38727, 0.41891], [-3.35123, -0.28848, -0.48644], [-4.21296, 0.00112, -2.24360], [-5.58053, 0.30187, -2.24104], [-6.27535, 0.51049, -3.42235], [-5.61384, 0.39965, -4.63948], [-4.26331, 0.09416, -4.65764], [-3.56868, -0.09897, -3.46790], [-4.78538, -1.18344, 0.51366], [-5.30625, -0.52250, 1.59372], [-6.29887, -1.11084, 2.40983], [-6.73349, -2.37620, 2.15200], [-6.21394, -3.10947, 1.05465], [-6.64764, -4.42893, 0.77616], [-6.14106, -5.12004, -0.28607], [-5.17938, -4.51925, -1.12665], [-4.73750, -3.25145, -0.87642], [-5.23509, -2.50819, 0.22462], [-3.33979, 2.26251, 0.35160], [-1.87266, 1.25887, -0.28839], [-2.34790, 1.21023, 1.43101], [-6.11579, 0.36254, -1.29947], [-7.32970, 0.75674, -3.39538], [-6.15318, 0.54061, -5.56773], [-3.74446, -0.00035, -5.60504], [-2.51407, -0.34619, -3.49218], [-4.96964, 0.48215, 1.82508], [-6.69688, -0.55552, 3.25039], [-7.48128, -2.84285, 2.78345], [-7.39123, -4.87993, 1.42321], [-6.47134, -6.13156, -0.48551], [-4.79285, -5.06780, -1.97597], [-3.99665, -2.80093, -1.52622], [-1.40643, -1.25925, -1.04927]],
  "atomic_forces_ev_per_a": [[-0.3, 0.7, 0.4], [0.1, -0.1, -0.1], [0.3, -0.1, 0.3], [0.2, 0.1, -0.1], [-0.1, 0.0, 0.0], [0.0, 0.0, 0.0], [0.0, 0.0, 0.0], [0.0, 0.0, 0.0], [0.0, 0.0, 0.0], [0.0, 0.0, 0.0], [0.0, 0.0, 0.0], [0.0, 0.1, 0.0], [-0.1, 0.1, 0.2], [0.3, -0.6, -0.4], [-0.1, 0.3, 0.0], [0.0, 0.0, 0.0], [0.0, 0.0, 0.0], [0.0, 0.0, 0.0], [0.0, 0.0, 0.0], [0.0, 0.0, 0.0], [-0.2, 0.2, -0.1], [0.1, -0.1, 0.1], [0.0, 0.0, 0.0], [0.0, 0.0, 0.0], [0.0, 0.0, 0.0], [0.0, 0.0, 0.0], [-0.1, -0.1, -0.1], [0.0, 0.0, 0.0], [0.0, 0.1, 0.0], [0.0, 0.0, 0.0], [0.0, 0.0, 0.0], [0.0, 0.0, 0.0], [0.0, 0.1, 0.0], [0.0, 0.0, 0.0], [0.0, 0.0, 0.0], [0.0, 0.0, 0.0], [0.0, -0.1, 0.1], [-0.1, 0.0, -0.1], [0.5, -0.4, -0.2], [-0.1, 0.1, 0.2], [0.0, 0.0, 0.0], [0.0, -0.1, 0.0], [0.0, 0.0, 0.0], [0.0, 0.0, 0.0], [0.0, 0.0, 0.0], [0.0, 0.0, 0.0], [0.0, 0.1, 0.0], [0.0, 0.0, 0.0], [0.0, 0.0, 0.0], [0.0, 0.0, 0.0], [0.1, -0.1, 0.0], [0.0, 0.1, 0.0], [0.0, 0.0, 0.0], [0.0, 0.0, 0.0], [0.0, 0.0, 0.0], [0.0, 0.0, 0.0], [0.0, 0.0, 0.0], [0.0, 0.0, 0.0], [0.0, 0.0, 0.0], [0.0, 0.0, 0.0], [0.0, 0.0, 0.1], [-0.1, 0.0, 0.0], [0.0, 0.0, 0.0], [0.0, 0.0, 0.0], [0.0, 0.0, 0.0], [0.0, 0.0, 0.0], [0.0, 0.0, 0.0], [0.0, 0.0, 0.0], [0.0, 0.0, 0.0], [0.0, 0.0, 0.0], [0.0, 0.0, 0.0], [0.0, 0.0, 0.0], [0.0, 0.0, 0.0], [0.0, 0.0, 0.0], [0.0, 0.0, 0.0], [0.0, 0.0, 0.0], [0.0, 0.0, 0.0], [0.0, 0.0, 0.0], [-0.1, 0.1, 0.0], [0.0, 0.0, 0.0], [0.0, 0.0, 0.0], [0.0, 0.0, 0.0], [0.0, 0.0, 0.0], [0.0, 0.0, 0.0], [-0.1, 0.0, 0.0], [0.0, 0.0, 0.0], [0.0, 0.0, 0.0], [0.0, 0.0, 0.0], [0.0, 0.0, 0.0], [-0.5, -1.5, -0.8], [-0.2, 0.6, 0.0], [-0.3, 0.3, 0.3], [0.1, 0.0, 0.0], [0.0, 0.0, 0.0], [-0.1, 0.0, 0.0], [0.1, 0.0, 0.0], [0.1, 0.0, -0.1], [0.5, -0.4, 0.3], [-0.1, 0.1, -0.1], [0.0, 0.0, 0.0], [0.0, 0.0, 0.0], [0.0, 0.0, 0.0], [0.0, 0.0, 0.0], [0.0, 0.0, 0.0], [0.0, 0.0, 0.0], [0.0, 0.0, 0.0], [-0.1, 0.0, 0.0], [0.2, 0.1, -0.3], [0.3, 1.6, 0.4], [0.0, -0.1, 0.0], [0.0, 0.0, 0.0], [0.0, 0.0, 0.0], [0.0, 0.0, 0.0], [0.0, 0.0, 0.0], [0.0, 0.0, 0.0], [0.1, 0.0, 0.1], [0.0, 0.0, 0.0], [0.0, 0.0, 0.0], [0.0, 0.0, 0.0], [0.0, 0.0, 0.0], [0.0, 0.0, 0.0], [0.0, 0.0, 0.0], [-0.3, -0.8, 0.0]],
  "total_charge": 0,
  "spin_multiplicity": 2,
  "de_lowest_kcal_mol": 2.4,
  "s2": 0.76,
  "e_lumo_ha": [0.0079, -0.0211]
}



| no. | calculated total energy (eV) |
| --- | --- |
| 1 | -82519.6998 |
| 2 | -170293.0297 |